1.
Entry from the Open Molecules 2025 dataset: a structure of composition C39H47CdN3O7S3SeSi (ωB97M-V/def2-TZVPD).

XYZ file:
```
102
Properties=species:S:1:pos:R:3:forces:R:3:mulliken_charge:R:1
Cd -0.64796 0.23872 -0.36095 -0.245 0.277 0.039 3.525
C 0.40332 0.00481 -4.49880 -0.020 0.073 0.005 -1.021
O 0.63746 -0.10287 -3.11244 0.086 -0.083 -0.004 0.231
C 1.94124 0.26272 -2.69402 -0.024 0.041 0.037 -0.831
C 2.59356 -0.93144 -2.04418 -0.053 -0.001 0.023 -0.329
O 1.80938 -1.30220 -0.92560 -0.105 -0.203 -0.005 0.165
C 2.26394 -2.52323 -0.34842 0.087 0.067 0.001 -1.113
C 1.31488 -2.99425 0.71796 0.034 0.024 -0.076 0.012
O 0.09567 -3.34832 0.10234 -0.114 -0.072 -0.040 -0.179
C -0.84554 -3.87008 1.01998 0.026 0.064 -0.124 -0.888
H 0.54885 1.03246 -4.84478 -0.011 0.002 0.002 0.313
H 1.05426 -0.66838 -5.06948 0.010 0.009 0.003 0.346
H -0.63458 -0.27734 -4.67203 0.003 -0.005 0.001 0.209
H 2.54662 0.61402 -3.53504 0.006 -0.043 -0.013 0.527
H 1.84771 1.08747 -1.97821 -0.005 -0.008 -0.004 -0.211
H 2.63716 -1.76618 -2.75747 0.005 -0.004 -0.014 0.212
H 3.61872 -0.69914 -1.73106 0.047 0.053 0.024 0.536
H 2.33752 -3.29016 -1.13059 -0.010 0.010 -0.013 0.397
H 3.25682 -2.37576 0.08993 0.018 0.001 0.044 0.467
H 1.75601 -3.86033 1.22796 0.040 0.009 -0.010 0.623
H 1.16853 -2.21353 1.46457 -0.058 0.081 0.072 -0.350
H -1.10138 -3.12947 1.78247 0.007 0.028 0.053 0.259
H -1.74177 -4.12430 0.45242 0.018 0.019 0.012 0.235
H -0.46096 -4.77923 1.49697 -0.006 0.028 0.036 0.360
S -4.83839 3.34567 2.74540 0.021 0.019 0.017 -0.056
C -6.22044 4.03669 3.46662 -0.013 0.023 0.018 -0.387
C -7.36226 3.40518 3.07963 -0.004 -0.005 -0.003 -0.581
C -7.10830 2.33917 2.17996 -0.001 0.009 0.002 -0.545
C -5.77924 2.17897 1.89776 -0.012 -0.045 -0.035 0.480
C -5.15377 1.18493 1.01595 -0.005 0.028 0.027 0.852
C -3.75638 1.17616 0.81559 0.005 -0.018 -0.008 -0.481
N -3.14255 0.31131 0.05125 0.030 -0.022 -0.011 0.285
C -3.85741 -0.62031 -0.59474 0.053 -0.040 -0.033 -0.774
C -5.24923 -0.70794 -0.47551 -0.026 -0.002 0.006 0.834
C -5.95778 -1.73488 -1.18850 -0.006 0.009 0.017 -1.097
C -5.29722 -2.61552 -1.96588 0.019 -0.007 -0.001 -0.999
C -3.86745 -2.55216 -2.10963 -0.027 -0.001 -0.011 0.735
C -3.15190 -3.45687 -2.90552 0.005 0.004 -0.001 -0.803
C -1.78289 -3.35551 -3.00967 0.024 -0.017 -0.002 -0.115
C -1.15741 -2.32202 -2.28602 -0.014 0.008 0.014 0.758
N -1.80622 -1.45677 -1.54129 0.106 -0.109 0.079 0.253
C -3.14783 -1.55805 -1.43519 -0.031 0.047 0.053 -0.614
C -0.98155 -4.26827 -3.83397 -0.037 0.019 0.014 0.526
C -1.41817 -5.26291 -4.66405 0.011 -0.023 -0.011 -0.571
C -0.36174 -5.95016 -5.31586 -0.011 -0.007 0.006 -0.638
C 0.86128 -5.46492 -4.97045 0.016 -0.004 -0.016 -0.478
S 0.73877 -4.17710 -3.85701 0.029 -0.005 0.021 0.103
C -5.88764 0.22419 0.35468 0.010 -0.003 -0.003 -0.804
H -6.11802 4.87396 4.13818 -0.003 -0.016 -0.013 0.422
H -8.34717 3.68813 3.42115 0.011 -0.004 -0.004 0.383
H -7.88715 1.71923 1.75978 0.003 0.008 0.002 0.371
H -3.11938 1.90972 1.29992 -0.012 0.002 0.004 -0.042
H -7.03468 -1.78886 -1.08483 0.006 0.003 0.000 0.445
H -5.83227 -3.39230 -2.49856 0.004 0.006 -0.002 0.452
H -3.69428 -4.23426 -3.43022 0.005 0.002 0.001 0.418
H -0.08547 -2.19067 -2.31916 0.007 -0.006 -0.013 -0.633
H -2.46158 -5.50247 -4.81155 0.010 0.009 -0.006 0.415
H -0.50680 -6.76682 -6.00778 0.000 0.009 0.008 0.394
H 1.82950 -5.79837 -5.30787 -0.019 0.007 0.001 0.439
H -6.96368 0.17423 0.46754 0.004 -0.004 -0.004 0.368
C -0.87874 3.76803 1.65826 0.009 0.010 -0.005 -0.664
Si 0.03052 3.89009 0.01696 0.066 0.043 0.057 0.564
C 1.84250 3.51863 0.32224 0.002 -0.004 0.026 -0.516
C -0.13254 5.64857 -0.61544 -0.029 0.016 -0.018 -1.152
Se -0.85672 2.52902 -1.53743 0.037 -0.045 -0.100 -0.891
H -0.43783 4.43507 2.40556 0.008 -0.023 -0.007 0.485
H -0.83052 2.74624 2.04138 -0.019 -0.028 0.038 0.061
H -1.92885 4.04575 1.53864 0.007 -0.006 -0.009 0.035
H 2.27740 4.22707 1.03468 0.001 0.009 -0.011 0.499
H 2.41270 3.57762 -0.60859 -0.017 0.021 0.001 0.222
H 1.94220 2.51177 0.73294 0.015 0.072 -0.043 -0.350
H 0.30980 6.36304 0.08474 -0.004 -0.015 -0.002 0.327
H -1.18355 5.91057 -0.75433 0.011 0.008 -0.005 0.268
H 0.36871 5.75836 -1.57941 -0.001 0.002 0.014 0.271
C 6.46724 3.18971 -0.09961 -0.006 0.025 -0.019 -1.641
C 5.88094 2.15189 0.81588 -0.030 -0.033 -0.009 0.428
C 4.69626 1.50081 0.49288 0.017 -0.022 -0.001 -0.528
C 4.13427 0.55648 1.34166 0.033 -0.012 -0.048 0.380
C 4.77213 0.27025 2.54027 0.096 -0.028 -0.092 -0.179
C 5.96276 0.90263 2.88206 -0.004 -0.021 0.043 -0.886
C 6.50921 1.83426 2.01922 0.029 0.013 0.028 -0.678
S 4.06356 -0.88262 3.67486 0.021 0.074 -0.114 1.153
O 3.26212 -1.79693 2.91049 0.036 0.002 0.004 -0.491
O 5.10476 -1.34146 4.54629 -0.040 -0.068 0.038 -0.760
N 3.04007 -0.01584 4.61807 -0.053 0.022 -0.019 -0.366
C 1.97163 0.76101 3.96034 -0.045 -0.036 -0.019 -0.368
C 0.75066 -0.09323 3.61013 0.019 0.003 0.033 -1.174
C 0.21690 0.07192 2.19930 0.141 0.112 -0.095 0.088
O -0.92978 -0.36522 1.93736 -0.061 -0.151 -0.017 -0.700
O 0.95255 0.58189 1.30618 -0.023 -0.159 0.191 -0.964
H 5.98655 3.17191 -1.07690 -0.001 -0.007 0.004 0.359
H 7.53760 3.03422 -0.24037 -0.005 -0.003 0.010 0.419
H 6.33263 4.19002 0.31729 0.004 -0.006 0.004 0.336
H 4.19153 1.74775 -0.43224 -0.020 -0.015 -0.030 0.204
H 3.20023 0.07202 1.08046 0.009 0.007 0.037 0.675
H 6.45754 0.64446 3.80936 -0.004 0.002 -0.013 0.498
H 7.44181 2.32103 2.28037 -0.005 -0.002 -0.004 0.428
H 3.57056 0.47568 5.32553 -0.071 0.032 -0.019 0.338
H 2.34991 1.25077 3.06075 -0.043 0.007 -0.034 0.133
H 1.68958 1.55112 4.65438 0.038 -0.011 0.038 0.467
H -0.06208 0.05914 4.31945 -0.046 0.000 -0.056 0.479
H 1.02103 -1.14793 3.67467 0.033 -0.034 0.063 0.381
```
Forces are in eV/Å.

LUMO level	-0.024	Ha
HOMO level	-7.263	eV
HOMO-LUMO gap	0.2430	hartree
relative energy (zero: lowest compared OMol25 entry of this formula, charge and spin)	0.0	kJ/mol

---

2.
Entry from the Open Molecules 2025 dataset: a cluster of 9 separate species, C29H66I2NO13P in total in a non-equilibrium geometry (ωB97M-V/def2-TZVPD).

XYZ file:
```
112
Properties=species:S:1:pos:R:3:forces:R:3:mulliken_charge:R:1
C -0.27881 -1.12815 0.80707 -0.117 -0.096 -0.199 -1.288
C -0.16721 -1.20303 -0.68606 -0.143 -0.323 0.415 0.801
I -0.08652 -3.12255 -1.50057 -0.057 0.020 -0.031 0.059
C -0.14918 -0.15084 -1.48131 -0.045 -0.158 -0.373 -0.669
I -0.28937 1.78788 -0.67387 -0.113 -0.062 -0.283 0.114
O -0.13198 -0.26339 -2.85665 0.390 0.676 0.722 0.023
P 1.21988 0.05485 -3.69209 -0.065 -0.180 -2.115 0.901
O 0.86367 0.35146 -5.07256 -0.316 -0.126 0.063 -0.778
O 2.01584 1.21784 -2.97340 -0.077 -0.131 0.608 -0.556
O 2.17512 -1.19106 -3.56160 0.282 0.474 0.900 -0.119
C 3.08391 -1.18375 -2.40135 -0.328 -0.810 -0.225 0.138
C 3.69395 -2.56056 -2.27591 0.203 -0.016 -0.330 -0.232
C 5.00655 -2.59532 -1.44326 -0.225 0.183 -0.433 -1.029
N 5.28397 -1.43727 -0.61901 0.185 -0.536 0.379 -0.178
C 4.43048 -1.31536 0.54753 0.012 0.640 0.008 -1.045
C 4.58287 0.05262 1.16200 0.008 -0.210 0.008 0.436
C 3.59268 1.01359 0.97121 0.278 0.366 0.333 0.405
C 3.72219 2.29450 1.50288 0.498 -0.426 0.027 -1.039
C 4.87776 2.59755 2.22242 -0.201 -0.098 -0.114 -0.359
C 5.87111 1.65102 2.43278 -0.373 0.019 -0.294 -0.628
C 5.73272 0.37273 1.89755 -0.358 0.505 -0.015 0.271
O 6.74866 -0.50153 2.11093 0.074 0.016 0.257 -0.623
H -1.13003 -0.51249 1.08044 -0.048 0.222 0.121 0.366
H 0.63059 -0.70235 1.22169 0.086 0.081 0.225 0.221
H -0.44959 -2.10729 1.23328 0.116 -0.168 0.074 0.467
H 1.54225 2.05634 -3.03957 0.072 0.151 -0.029 0.342
H 3.82344 -0.41384 -2.57397 0.061 0.190 0.010 0.391
H 2.48037 -0.97057 -1.52502 0.109 0.341 0.156 -0.201
H 3.91661 -2.89494 -3.28802 0.064 -0.122 -0.116 0.289
H 2.94797 -3.25050 -1.89704 -0.089 -0.040 0.162 0.097
H 5.83626 -2.72537 -2.13130 0.181 0.026 -0.076 0.435
H 4.99077 -3.48159 -0.81565 0.077 -0.072 0.199 0.326
H 5.32868 -0.57993 -1.14445 -0.017 0.131 0.009 0.319
H 3.36976 -1.46582 0.31794 -0.143 -0.124 0.062 0.218
H 4.70196 -2.07623 1.28211 -0.004 -0.306 -0.020 0.472
H 2.71197 0.75856 0.39728 -0.101 -0.079 -0.073 0.163
H 2.95706 3.03905 1.36170 -0.137 0.087 -0.050 0.449
H 5.00051 3.58945 2.62910 0.028 0.102 0.091 0.367
H 6.74740 1.90087 3.00514 0.202 -0.044 0.082 0.438
H 6.43578 -1.40352 2.01273 0.025 -0.155 -0.275 0.337
C 5.89948 -1.97760 -5.91045 0.037 -0.062 0.051 -0.695
C 4.96543 -2.76580 -6.81017 -0.125 0.203 0.162 -0.395
O 3.84742 -3.27660 -6.08939 0.080 -0.022 0.047 -0.497
H 6.25459 -2.60598 -5.09090 0.019 -0.037 -0.030 0.191
H 6.75986 -1.60089 -6.46567 -0.020 0.050 0.008 0.331
H 5.37516 -1.12526 -5.46774 0.003 0.044 -0.063 0.214
H 5.47932 -3.62520 -7.23778 -0.045 -0.042 -0.003 0.312
H 4.60969 -2.13583 -7.63218 0.098 -0.028 -0.067 0.286
H 3.37888 -2.52093 -5.71709 -0.129 -0.040 -0.005 0.248
C -2.40677 2.57775 3.31843 0.074 0.098 0.000 -0.152
C -2.37021 3.87682 2.53713 0.106 -0.221 -0.128 -0.343
O -1.04117 4.22254 2.14232 -0.089 0.140 0.052 -0.514
H -1.77761 2.64933 4.20635 -0.035 0.020 0.034 0.160
H -3.41979 2.32848 3.63190 0.011 -0.058 0.005 0.129
H -2.02173 1.75351 2.71109 -0.067 -0.012 -0.030 -0.071
H -2.73459 4.70384 3.14430 0.044 0.053 -0.017 0.324
H -3.00372 3.80412 1.64610 -0.090 0.040 0.059 0.244
H -0.71525 3.50105 1.59763 0.087 -0.069 0.079 0.125
C -5.63356 1.49309 7.50966 0.380 -0.009 -0.040 -0.855
C -5.12706 1.90501 6.14111 -0.211 -0.296 0.080 -0.308
O -4.32593 0.88005 5.55002 0.106 0.158 -0.038 -0.500
H -4.79221 1.26454 8.16713 0.025 0.103 0.000 0.238
H -6.22892 2.28387 7.96274 -0.068 -0.022 0.007 0.172
H -6.25059 0.60054 7.43993 -0.139 0.033 -0.011 0.366
H -4.49707 2.78952 6.21500 0.053 -0.007 -0.115 0.230
H -5.96566 2.13928 5.47567 0.007 0.101 0.027 0.341
H -4.87416 0.09473 5.46675 -0.009 -0.035 0.030 0.288
C -1.72180 3.12878 7.66469 -0.011 -0.009 0.030 -0.585
C -1.65102 2.93120 9.16721 0.103 -0.231 -0.126 -0.433
O -2.29645 1.72641 9.57293 -0.067 0.132 0.060 -0.501
H -2.75906 3.14613 7.33608 -0.021 0.038 0.016 -0.073
H -1.24268 4.06310 7.36741 0.020 -0.015 -0.006 0.402
H -1.22887 2.30527 7.14296 0.050 0.031 -0.009 0.321
H -2.15994 3.74160 9.68657 -0.030 -0.030 0.051 0.293
H -0.60806 2.91495 9.50165 0.001 0.118 0.011 0.287
H -1.85499 0.99378 9.13356 -0.017 -0.036 -0.023 0.297
C -9.79317 1.69033 10.36337 0.085 -0.041 0.009 -1.071
C -9.27436 2.04795 8.98312 -0.129 -0.212 0.004 -0.200
O -8.50693 0.98970 8.41291 -0.132 0.069 0.061 -0.452
H -8.96399 1.44875 11.02851 0.015 0.042 0.006 0.288
H -10.36088 2.51536 10.79560 -0.017 -0.007 -0.008 0.329
H -10.44288 0.81330 10.31586 -0.060 0.040 -0.010 0.327
H -8.61302 2.91184 9.03607 0.043 -0.013 -0.051 0.273
H -10.10595 2.29576 8.31505 0.006 0.110 0.029 0.266
H -9.07887 0.21902 8.34572 0.000 -0.027 0.006 0.270
C -2.54766 -2.85211 -4.70334 0.052 -0.013 0.037 -0.660
C -3.44938 -1.73868 -5.19452 0.222 0.119 0.106 -0.025
O -3.57887 -0.70702 -4.21438 -0.121 -0.042 -0.018 -0.575
H -2.94155 -3.28030 -3.78026 -0.048 -0.014 -0.021 0.241
H -2.45846 -3.64349 -5.44802 -0.014 0.016 -0.018 0.321
H -1.54965 -2.46292 -4.48485 0.021 -0.018 -0.071 0.072
H -4.44889 -2.11876 -5.39218 -0.048 0.053 0.049 0.084
H -3.05561 -1.30754 -6.12145 -0.038 -0.091 -0.058 0.206
H -2.69738 -0.35959 -4.04449 0.037 0.016 -0.011 0.295
C 8.47579 1.48564 -5.50871 -0.053 -0.069 -0.008 -0.884
C 9.17475 0.82504 -6.68299 -0.178 0.178 -0.059 -0.285
O 8.24511 0.23587 -7.58902 0.088 -0.092 0.067 -0.490
H 7.86370 0.75790 -4.97471 0.035 -0.023 0.020 0.155
H 9.19737 1.91524 -4.81254 -0.003 0.016 -0.007 0.336
H 7.81281 2.28296 -5.85285 0.050 0.048 0.004 0.325
H 9.82076 0.01911 -6.33896 -0.002 -0.046 -0.054 0.273
H 9.79352 1.55322 -7.21781 0.087 -0.024 0.066 0.299
H 7.67029 0.93371 -7.91668 -0.033 -0.002 -0.030 0.285
C -6.77672 -4.19368 -8.48479 -0.012 -0.017 0.090 -1.121
C -5.49909 -3.52901 -8.00686 0.039 -0.242 -0.061 -0.159
O -4.91952 -4.22348 -6.90428 -0.054 0.127 0.009 -0.479
H -7.50224 -4.24739 -7.67288 -0.012 0.044 0.000 0.298
H -7.21941 -3.64179 -9.31502 0.009 -0.010 -0.013 0.333
H -6.57926 -5.21553 -8.81732 0.013 0.021 -0.068 0.330
H -5.70132 -2.51691 -7.65981 0.051 0.010 0.049 0.283
H -4.77119 -3.47021 -8.82297 -0.039 0.102 -0.031 0.266
H -4.71890 -5.11854 -7.19258 0.012 -0.035 0.020 0.270
```
Forces are in eV/Å.

LUMO level	-0.013	Ha
HOMO level	-8.770	eV
SMILES string	C/C(I)=C(\I)O[P@@](=O)(O)OCCCNCc1ccccc1O.CCO.CCO.CCO.CCO.CCO.CCO.CCO.CCO
HOMO-LUMO gap	0.3090	hartree